Entry 1:
One molecule with the formula C28H37N3O5S in a non-equilibrium geometry, computed with the ωB97M-V functional and the def2-TZVPD basis.

As for the total charge: 0. As for the spin multiplicity: 1. As for the SMILES: CCCCOc1ccc(NC(=O)[C@@H]2CCCN2C(=O)C2CCN(S(=O)(=O)c3ccc(C)cc3)CC2)cc1.

```
74
Properties=species:S:1:pos:R:3:forces:R:3
C -7.400430 -4.511971 -0.765530 -0.124 0.043 -0.194
C -8.732485 -3.794406 -0.941842 0.050 -0.013 0.240
C -9.009905 -2.766414 0.155722 0.272 0.169 -0.292
C -8.099325 -1.540937 0.099444 -0.462 0.061 0.053
O -6.843746 -1.876982 0.651142 0.137 -0.150 0.114
C -5.865296 -0.931980 0.685834 0.225 0.147 0.011
C -4.642722 -1.344493 1.222160 -0.228 0.003 -0.071
C -3.583404 -0.470698 1.302944 -0.090 0.112 -0.070
C -3.713394 0.842682 0.849266 -0.427 -0.026 -0.165
N -2.595726 1.676907 0.963566 0.184 -0.316 0.249
C -2.428962 2.932905 0.507189 0.530 0.039 0.278
O -3.259361 3.610873 -0.063064 -0.267 0.140 -0.165
C -1.000907 3.457431 0.800278 -0.274 0.202 0.311
C -0.841900 4.904164 0.348860 -0.147 -0.125 -0.054
C -0.491624 4.743486 -1.127721 0.041 -0.014 0.052
C 0.420312 3.516307 -1.142604 0.327 0.131 -0.523
N -0.005148 2.736002 0.006746 -0.236 0.144 0.145
C 0.491787 1.558827 0.422080 0.187 -0.015 -0.410
O 0.038003 0.995751 1.411920 0.119 -0.281 0.365
C 1.647006 0.965994 -0.367380 -0.086 -0.192 0.351
C 1.615581 -0.562044 -0.279804 0.075 0.101 -0.215
C 2.819204 -1.150185 -1.011424 -0.498 -0.418 0.063
N 4.073165 -0.620769 -0.518642 0.416 -0.606 0.766
S 4.682772 -1.333426 0.879296 0.405 0.115 -0.476
O 4.261323 -2.702772 0.881144 -0.036 -0.075 -0.238
O 4.430836 -0.536427 2.048668 0.165 0.137 -0.117
C 6.429010 -1.257218 0.505112 -0.488 0.095 0.246
C 6.905845 -2.003681 -0.555288 0.077 -0.122 -0.103
C 8.251368 -1.953524 -0.868364 -0.149 0.012 0.076
C 9.124133 -1.159843 -0.127706 -0.057 0.087 0.074
C 10.584078 -1.131456 -0.458922 0.008 -0.050 0.028
C 8.621661 -0.418010 0.935594 0.008 -0.092 -0.106
C 7.275072 -0.465137 1.254894 -0.157 0.043 0.151
C 4.143850 0.822165 -0.512264 0.109 0.556 0.217
C 2.970193 1.461443 0.231876 0.063 0.018 -0.212
C -4.927262 1.256047 0.317420 0.214 0.151 0.023
C -5.994022 0.376579 0.235354 -0.258 -0.382 0.036
H -6.576698 -3.805082 -0.785748 0.123 -0.017 0.006
H -7.255062 -5.240014 -1.560964 0.062 -0.101 -0.033
H -7.376028 -5.033164 0.188596 0.067 -0.070 0.114
H -8.753449 -3.294823 -1.913662 -0.086 -0.007 -0.046
H -9.538841 -4.532014 -0.933884 -0.025 0.024 -0.092
H -10.041477 -2.420119 0.064917 -0.009 0.037 0.076
H -8.890649 -3.234296 1.134030 -0.092 0.025 0.103
H -8.549243 -0.722169 0.679804 0.104 -0.033 -0.102
H -7.981413 -1.206364 -0.941023 0.008 0.026 0.078
H -4.552014 -2.361356 1.569910 0.024 -0.123 0.048
H -2.640634 -0.797256 1.717240 0.111 -0.064 0.057
H -1.773677 1.239982 1.387367 -0.068 0.278 -0.125
H -0.787803 3.305203 1.863712 -0.014 0.011 -0.136
H -1.764826 5.461255 0.490796 0.042 0.017 0.047
H -0.032307 5.389041 0.894810 0.031 -0.034 0.047
H -0.004730 5.620880 -1.547678 0.015 -0.011 -0.062
H -1.404100 4.541575 -1.687428 0.012 0.016 -0.022
H 0.310449 2.943509 -2.067366 0.073 0.068 0.053
H 1.470560 3.809461 -1.033700 -0.042 -0.033 -0.070
H 1.585861 1.268991 -1.417200 -0.015 0.033 0.021
H 1.650214 -0.857410 0.769924 -0.094 -0.015 -0.008
H 0.691590 -0.946988 -0.715099 -0.020 -0.047 0.045
H 2.862427 -2.229880 -0.868700 -0.156 0.043 -0.215
H 2.762635 -0.930076 -2.084008 0.066 -0.038 0.053
H 6.215420 -2.616945 -1.111464 -0.019 -0.110 -0.162
H 8.634436 -2.535789 -1.693600 0.020 -0.060 -0.093
H 10.738584 -1.184216 -1.534070 0.067 0.014 -0.063
H 11.054245 -0.229565 -0.075849 0.075 0.046 -0.005
H 11.080837 -1.990492 -0.007649 0.096 -0.029 0.001
H 9.289697 0.198402 1.519146 0.059 0.068 0.051
H 6.866794 0.095777 2.081120 0.008 0.097 0.105
H 5.088352 1.095128 -0.037543 0.005 0.214 -0.147
H 4.164079 1.161722 -1.554840 0.070 -0.027 0.070
H 3.020824 1.163440 1.280188 -0.063 0.109 -0.012
H 3.047621 2.548822 0.171136 0.016 0.041 0.019
H -5.038437 2.267802 -0.035003 0.011 0.027 -0.006
H -6.922784 0.731860 -0.182174 -0.091 -0.002 -0.034
```
Forces are in eV/Å.

Taken from the Löwdin analysis, the atomic charges in e are:
1. C -0.106
2. C -0.262
3. C -0.183
4. C -0.213
5. O -0.066
6. C -0.272
7. C -0.001
8. C -0.012
9. C -0.217
10. N 0.144
11. C -0.401
12. O 0.072
13. C -0.169
14. C -0.119
15. C -0.144
16. C -0.132
17. N 0.013
18. C -0.405
19. O 0.049
20. C -0.223
21. C -0.117
22. C -0.190
23. N -0.234
24. S 0.686
25. O -0.275
26. O -0.281
27. C -0.282
28. C -0.049
29. C -0.029
30. C -0.270
31. C -0.048
32. C -0.030
33. C -0.052
34. C -0.186
35. C -0.116
36. C -0.004
37. C -0.012
38. H 0.064
39. H 0.068
40. H 0.076
41. H 0.105
42. H 0.102
43. H 0.111
44. H 0.118
45. H 0.128
46. H 0.131
47. H 0.118
48. H 0.116
49. H 0.104
50. H 0.161
51. H 0.118
52. H 0.120
53. H 0.113
54. H 0.113
55. H 0.125
56. H 0.120
57. H 0.137
58. H 0.125
59. H 0.130
60. H 0.113
61. H 0.131
62. H 0.117
63. H 0.116
64. H 0.079
65. H 0.077
66. H 0.088
67. H 0.114
68. H 0.113
69. H 0.118
70. H 0.133
71. H 0.116
72. H 0.117
73. H 0.100
74. H 0.103

=====

Entry 2:
C4F14NO16S6Sn as an isolated structure in a non-equilibrium geometry, computed with the ωB97M-V functional and the def2-TZVPD basis.

As for the total charge: -3. As for the spin multiplicity: 1.

```
42
Properties=species:S:1:pos:R:3:forces:R:3
Sn -4.066800 -18.255240 10.904120 0.483 -0.746 0.786
N -7.852670 -20.678070 11.334560 -3.742 0.970 -3.302
S -7.997430 -21.941190 12.151920 4.464 -6.111 6.135
O -7.590850 -23.203660 11.531100 -1.726 1.502 -0.395
O -8.895700 -22.065810 13.279450 -0.315 0.832 -1.460
F -6.609750 -21.665310 12.923000 0.362 0.560 0.611
S -9.036830 -21.149570 10.202550 1.098 0.954 -3.274
O -10.221440 -21.866640 10.587950 0.779 0.851 0.600
O -8.404340 -21.547710 8.978110 -0.047 -0.312 0.586
F -9.476120 -19.702250 9.814730 -0.803 0.995 0.411
C -2.898490 -20.716270 17.476270 4.112 1.599 -2.685
F -3.008720 -19.724960 18.337090 -0.878 0.419 0.709
F -2.040970 -21.594120 17.987690 0.523 -0.592 0.521
F -3.974280 -21.329020 17.212640 -2.949 -0.859 -0.127
S -2.058760 -19.955180 15.833390 1.440 -0.989 -0.487
O -1.884130 -21.011500 14.829150 -0.825 0.279 1.211
O -2.965620 -18.915710 15.390810 -0.926 0.382 -0.027
O -0.777090 -19.446780 16.290440 -0.676 -0.145 0.609
C -2.467370 -24.758420 10.233090 3.234 2.352 -2.825
F -3.303520 -25.491450 9.482520 0.378 -0.238 1.205
F -2.953420 -24.396920 11.386030 -0.349 -0.809 0.347
F -1.218410 -25.413030 10.393240 -2.381 0.014 0.261
S -1.924360 -23.162210 9.163650 0.575 0.281 0.852
O -3.121320 -22.332090 9.167400 -0.872 0.158 -0.101
O -0.860440 -22.491670 9.930430 -0.723 -1.454 -0.890
O -1.596490 -23.713300 7.848350 -0.006 0.110 1.119
C 1.780640 -15.290250 11.843330 -1.438 -1.153 -0.825
F 1.364760 -14.849020 13.025860 0.585 -0.079 0.742
F 0.893700 -14.769330 10.970910 -0.957 -0.443 -0.507
F 2.893970 -14.717570 11.462650 1.821 0.309 0.700
S 1.853500 -17.226620 11.640200 1.975 -1.841 -0.411
O 2.633860 -17.861300 12.728980 -1.708 1.814 -0.647
O 0.463680 -17.635260 11.488850 0.001 0.716 0.636
O 2.610540 -17.330100 10.394750 -0.511 0.801 0.133
C -5.678530 -12.312310 15.266480 0.690 -1.145 -1.897
F -5.426360 -11.013080 15.422300 -0.460 0.185 -0.118
F -4.497190 -12.925820 15.645630 -1.796 0.195 0.122
F -6.740260 -12.642920 16.009220 0.861 -0.050 0.710
S -6.137920 -12.878590 13.431510 -0.836 -0.535 -1.383
O -5.466480 -11.909320 12.586290 -0.289 0.685 0.584
O -5.572830 -14.203020 13.225910 0.218 -0.220 0.977
O -7.613510 -12.915200 13.350800 1.609 0.764 0.796
```
Forces are in eV/Å.

Taken from the Löwdin analysis, the atomic charges in e are:
1. Sn 1.543
2. N -0.277
3. S 0.396
4. O -0.304
5. O -0.301
6. F -0.243
7. S 0.505
8. O -0.277
9. O -0.295
10. F -0.192
11. C -0.724
12. F 0.137
13. F 0.116
14. F 0.200
15. S 0.487
16. O -0.305
17. O -0.316
18. O -0.298
19. C -0.586
20. F 0.110
21. F 0.164
22. F 0.023
23. S 0.480
24. O -0.382
25. O -0.352
26. O -0.359
27. C -0.673
28. F 0.120
29. F 0.075
30. F 0.126
31. S 0.486
32. O -0.356
33. O -0.367
34. O -0.370
35. C -0.596
36. F 0.106
37. F 0.068
38. F 0.099
39. S 0.464
40. O -0.371
41. O -0.383
42. O -0.380

=====

Entry 3:
C22H26MnN4O3 as an isolated structure in a non-equilibrium geometry, computed with the ωB97M-V functional and the def2-TZVPD basis.

As for the total charge: +2. As for the spin multiplicity: 6.

```
56
Properties=species:S:1:pos:R:3:forces:R:3
C 3.210872 3.510951 -3.208004 0.374 0.739 -1.585
C 2.942335 3.617739 -4.538115 1.529 0.362 1.770
H 4.175369 3.860638 -2.846745 -0.287 -0.050 0.177
H 2.473938 3.167474 -2.501552 0.301 0.138 -0.397
C 1.717617 3.098116 -5.095156 -2.212 -1.061 0.226
C 0.801808 2.445455 -4.316138 0.806 0.506 -1.487
H 0.982523 2.187906 -3.276475 -0.141 0.131 -0.313
H -0.116452 2.102607 -4.787543 0.108 -0.054 0.244
C 3.947293 4.298340 -5.448165 0.156 -0.183 0.097
H 4.771689 4.685374 -4.838763 -0.146 -0.052 -0.252
H 3.502112 5.142234 -5.998253 0.062 -0.309 0.216
H 4.367592 3.604269 -6.193852 -0.183 0.212 0.222
C 1.462032 3.286515 -6.579955 -0.201 0.057 0.085
H 2.287739 2.896509 -7.197581 -0.258 0.106 0.322
H 1.338805 4.350463 -6.844079 0.076 -0.354 0.141
H 0.545218 2.756924 -6.859553 0.205 0.149 -0.041
Mn -1.030941 -1.603919 2.015214 -0.377 0.111 -0.036
O -0.251523 -0.122575 0.741717 -0.392 1.641 -0.963
C -0.692428 0.950734 0.236663 -0.279 -1.640 1.005
O -2.722138 -0.593375 1.680046 -0.824 2.290 -0.924
C -2.917239 0.553664 1.198509 -0.310 -1.543 0.773
O -4.090464 1.125781 1.301215 0.878 0.384 -0.352
N -2.013969 1.343304 0.520638 0.748 -0.361 -0.093
C -4.022736 2.465970 0.689168 -1.400 0.008 0.310
C -2.629006 2.639282 0.171063 0.966 0.084 -0.337
H -4.259841 3.192036 1.471021 -0.155 -0.260 -0.181
H -4.766581 2.489603 -0.113538 0.061 -0.013 0.375
H -2.110063 3.458004 0.678720 0.030 -0.190 -0.155
H -2.612939 2.806455 -0.908931 0.040 -0.070 0.181
C 0.085034 1.830041 -0.598955 0.751 0.510 -0.556
C 1.421298 1.663570 -0.765441 -1.338 -0.008 0.871
H -0.452888 2.659722 -1.079015 0.522 -0.307 0.348
H 1.931831 0.799444 -0.340572 -0.066 0.282 -0.056
H 1.996303 2.446577 -1.238252 -0.034 -0.455 0.027
N -0.250340 -3.431903 4.539617 0.326 0.071 0.222
C -1.559997 -3.730274 4.165995 -0.288 0.072 -0.389
C -2.308778 -4.606630 4.965857 -0.093 -0.016 -0.171
C -3.575908 -4.987149 4.537042 0.485 0.476 -0.163
C -4.037661 -4.475440 3.314967 -0.055 0.268 -0.465
C -3.261627 -3.572471 2.602090 0.134 -0.266 0.819
N -2.038166 -3.161830 3.042279 -0.719 -0.924 0.372
C 0.827088 -3.267300 3.667438 -0.082 0.180 -0.444
C 2.067809 -3.810337 4.008228 0.217 -0.016 -0.211
C 3.102339 -3.754583 3.079721 -0.590 0.219 0.297
C 2.861172 -3.147905 1.840853 -0.118 0.293 -0.574
C 1.634844 -2.565148 1.582913 0.283 -0.373 1.002
N 0.637794 -2.587769 2.515069 1.254 -0.787 0.170
H 0.016481 -3.869792 5.415319 -0.045 0.154 -0.203
H -1.847852 -4.985178 5.881376 -0.324 0.020 -0.280
H -4.193420 -5.666157 5.123105 0.215 0.144 -0.139
H -5.006321 -4.759161 2.908948 0.222 0.025 0.172
H -3.590242 -3.126507 1.665733 -0.100 -0.143 0.247
H 2.158724 -4.285002 4.984909 0.220 0.017 -0.326
H 4.077465 -4.176765 3.305616 -0.190 0.031 -0.024
H 3.622690 -3.102111 1.068549 -0.035 -0.088 0.207
H 1.391703 -2.046423 0.655037 0.275 -0.156 0.223
```
Forces are in eV/Å.

Taken from the Löwdin analysis, the atomic charges in e are:
1. C 0.062
2. C -0.314
3. H 0.072
4. H -0.005
5. C -0.313
6. C 0.056
7. H 0.012
8. H 0.060
9. C -0.054
10. H 0.079
11. H 0.092
12. H 0.092
13. C -0.055
14. H 0.091
15. H 0.093
16. H 0.076
17. Mn 1.069
18. O -0.045
19. C -0.297
20. O -0.004
21. C -0.405
22. O 0.133
23. N 0.099
24. C -0.039
25. C -0.067
26. H 0.149
27. H 0.150
28. H 0.152
29. H 0.143
30. C -0.037
31. C 0.162
32. H 0.119
33. H 0.099
34. H 0.046
35. N 0.126
36. C -0.275
37. C 0.023
38. C -0.004
39. C -0.029
40. C -0.088
41. N 0.006
42. C -0.265
43. C 0.028
44. C 0.001
45. C -0.029
46. C -0.089
47. N -0.022
48. H 0.148
49. H 0.131
50. H 0.132
51. H 0.123
52. H 0.116
53. H 0.132
54. H 0.132
55. H 0.123
56. H 0.110

=====

Results for relative energy (zero: lowest compared OMol25 entry of this formula, charge and spin): 1.521, 4.735, 2.551 (in eV, following the order of the records).
Results for energy: -2027.8624, -5412.3880, -2449.1762 (in Eh, following the order of the records).